# 1
{
  "formula": "CHF2NO",
  "method": "ωB97M-V/def2-TZVPD",
  "species": ["F", "F", "O", "N", "C", "H"],
  "positions_angstrom": [[0.616, -1.731, 0.598], [-1.565, 0.366, 0.661], [-0.824, 1.416, -1.145], [0.919, -0.612, -0.227], [-0.756, 0.734, -0.228], [1.609, -0.173, 0.341]],
  "forces_ev_per_a": [[-0.1, 0.8, -0.3], [-1.1, -0.3, 1.3], [-0.3, 1.2, -0.9], [-3.4, 0.6, -0.7], [4.2, -3.2, -0.4], [0.7, 0.9, 0.9]],
  "nbo_charge": [-0.28, -0.26, -0.48, -0.28, 0.98, 0.31],
  "multiplicity": 1,
  "e_homo_ev": [-10.021, -10.018],
  "e_above_lowest_kcal_mol": 61.1,
  "charge": 0,
  "lumo_ev": [-0.536, -0.536],
  "orbital_gap_ev": [9.5, 9.5]
}

***

# 2
{
  "formula": "C29H31GeNOsS3Se",
  "method": "ωB97M-V/def2-TZVPD",
  "species": ["Os", "Se", "Ge", "S", "S", "S", "N", "C", "C", "C", "C", "C", "C", "C", "C", "C", "C", "C", "C", "C", "C", "C", "C", "C", "C", "C", "C", "C", "C", "C", "C", "C", "C", "C", "C", "C", "H", "H", "H", "H", "H", "H", "H", "H", "H", "H", "H", "H", "H", "H", "H", "H", "H", "H", "H", "H", "H", "H", "H", "H", "H", "H", "H", "H", "H", "H", "H"],
  "positions_angstrom": [[-1.102, 0.044, -0.193], [-0.754, 2.329, 0.365], [1.406, -0.154, -0.124], [-1.751, -2.120, -1.536], [-1.859, 1.115, -2.620], [-3.592, 0.015, 0.213], [-0.312, 4.204, 4.587], [-0.966, 3.081, 4.505], [0.900, -3.086, 0.340], [-0.035, -1.603, 2.004], [4.051, 2.556, 2.755], [3.633, -1.163, -4.194], [4.215, -0.286, -3.293], [1.703, -1.364, -2.784], [-3.884, -1.789, 0.334], [3.624, 1.307, 3.171], [-1.768, -0.311, -3.757], [2.294, -0.490, -1.880], [-3.623, 1.446, -2.246], [-0.532, -2.695, 2.698], [0.260, 4.780, 3.566], [-1.098, 2.420, 3.283], [2.501, 1.012, 1.074], [3.704, 3.043, 1.503], [0.190, 4.201, 2.301], [2.383, -1.708, -3.940], [0.708, -1.797, 0.829], [0.376, -4.170, 1.025], [-2.253, -1.659, -3.256], [-0.509, 3.006, 2.173], [3.539, 0.067, -2.134], [2.924, 2.270, 0.657], [2.850, 0.523, 2.329], [-3.364, -2.643, -0.812], [-4.379, 0.437, -1.400], [-0.344, -3.974, 2.194], [-3.335, -1.736, -3.319], [-0.754, -4.822, 2.721], [1.936, -2.402, -4.638], [0.730, -1.792, -2.570], [0.531, -5.171, 0.647], [-4.140, 1.568, -3.199], [5.194, 0.130, -3.479], [-0.701, -0.342, -3.988], [-3.412, -2.065, 1.279], [-4.961, -1.937, 0.437], [-0.120, -0.603, 2.431], [-3.583, 2.416, -1.749], [3.907, 0.922, 4.138], [-1.402, 2.692, 5.416], [-2.308, -0.047, -4.671], [2.651, 2.644, -0.322], [-4.081, -2.695, -1.630], [-5.348, 0.873, -1.147], [-3.206, -3.660, -0.444], [-4.550, -0.493, -1.937], [0.776, 5.716, 3.736], [4.679, 3.150, 3.400], [1.491, -3.250, -0.550], [0.659, 4.682, 1.456], [-1.663, 1.500, 3.224], [2.550, -0.470, 2.635], [-1.054, -2.551, 3.634], [4.049, 4.011, 1.177], [-1.823, -2.433, -3.896], [4.157, -1.422, -5.106], [3.995, 0.742, -1.423]],
  "forces_ev_per_a": [[-1.9, -0.2, -1.0], [0.3, 0.5, -0.1], [2.7, -0.3, 0.3], [-0.1, 0.4, 0.3], [0.0, -0.3, 0.2], [0.1, -0.4, -0.2], [-0.1, -1.0, -2.1], [-0.8, -0.8, 1.4], [0.1, -0.1, -0.2], [0.3, 0.1, 0.1], [0.1, 0.1, 0.1], [0.2, 0.0, -0.2], [0.0, 0.1, 0.1], [0.0, -0.1, -0.2], [0.0, 0.2, 0.0], [0.0, -0.1, 0.1], [0.0, 0.3, 0.3], [-1.1, 0.2, 1.2], [0.5, -0.2, 0.0], [-0.1, 0.2, 0.0], [0.9, 1.5, 0.2], [0.3, 0.5, 0.1], [-0.9, -0.8, -0.7], [-0.1, -0.1, -0.1], [-0.3, -0.4, 0.3], [-0.3, -0.1, 0.0], [-0.1, 0.9, -0.2], [0.0, 0.0, -0.1], [0.1, -0.1, 0.2], [-0.1, -0.5, -0.4], [0.2, 0.1, 0.1], [-0.1, 0.0, 0.0], [0.0, 0.0, -0.1], [0.3, 0.0, -0.1], [0.0, 0.0, 0.1], [-0.1, -0.1, 0.0], [0.0, 0.0, 0.1], [0.0, -0.1, 0.1], [0.0, 0.0, -0.1], [0.0, -0.1, 0.0], [0.1, 0.0, 0.0], [0.0, 0.1, 0.0], [0.1, 0.0, -0.1], [0.0, 0.1, -0.1], [0.0, 0.0, 0.0], [0.1, 0.0, 0.1], [-0.1, -0.1, 0.0], [0.0, 0.0, -0.1], [0.1, 0.0, 0.1], [-0.1, -0.1, 0.1], [0.1, 0.0, 0.0], [0.0, 0.0, -0.1], [0.1, 0.0, 0.0], [0.0, -0.1, 0.0], [-0.1, 0.1, -0.1], [0.0, 0.0, 0.1], [0.1, 0.2, 0.0], [0.1, 0.1, 0.1], [0.0, 0.0, -0.1], [0.1, 0.2, 0.1], [0.0, 0.0, 0.2], [0.0, 0.0, 0.1], [0.0, 0.0, 0.1], [0.1, 0.1, 0.0], [-0.1, 0.0, 0.1], [0.0, 0.0, 0.1], [0.1, 0.0, 0.0]],
  "mulliken_spin": [2.56, 0.41, 0.21, 0.05, 0.17, 0.14, 0.78, 0.01, 0.11, 0.09, 0.00, 0.02, 0.00, 0.02, 0.01, 0.00, 0.00, 0.00, 0.02, 0.02, 0.01, 0.07, 0.02, 0.00, 0.09, -0.01, -0.02, 0.01, 0.00, 0.01, 0.04, 0.02, -0.01, 0.01, 0.02, 0.05, 0.00, 0.00, 0.00, 0.00, 0.00, 0.00, 0.00, 0.00, 0.00, 0.00, -0.03, 0.00, 0.00, 0.03, 0.01, 0.01, 0.00, 0.00, 0.00, 0.00, 0.03, 0.00, 0.01, 0.01, 0.01, 0.00, 0.00, 0.00, 0.00, 0.00, 0.00],
  "multiplicity": 6,
  "e_homo_ev": [-15.890, -16.561],
  "charge": 3,
  "lumo_ev": [-8.978, -12.490],
  "orbital_gap_ev": [6.9, 4.1]
}

***

# 3
{
  "formula": "H3NO3S",
  "method": "ωB97M-V/def2-TZVPD",
  "species": ["S", "O", "O", "O", "N", "H", "H", "H"],
  "positions_angstrom": [[-0.213, -0.522, 0.926], [1.130, -0.239, 0.482], [-0.039, 0.076, -1.954], [0.379, 1.312, -1.368], [-0.227, -0.921, 2.392], [0.924, 0.997, -0.586], [-1.157, -1.080, 2.679], [-0.797, 0.376, -2.569]],
  "forces_ev_per_a": [[-0.2, -0.4, 1.2], [0.6, -0.3, 0.3], [-1.6, 0.2, -1.3], [0.3, 0.8, 0.3], [1.3, 0.4, -1.1], [-0.7, 0.0, -1.4], [-1.5, -0.3, 0.4], [1.8, -0.4, 1.5]],
  "nbo_charge": [1.47, -0.89, -0.49, -0.49, -0.92, 0.48, 0.37, 0.47],
  "multiplicity": 1,
  "e_homo_ev": -9.706,
  "e_above_lowest_kcal_mol": 91.3,
  "charge": 0,
  "lumo_ev": -0.927,
  "orbital_gap_ev": 8.8
}

***

# 4
{
  "formula": "C5H14N",
  "method": "ωB97M-V/def2-TZVPD",
  "species": ["N", "C", "C", "C", "C", "C", "H", "H", "H", "H", "H", "H", "H", "H", "H", "H", "H", "H", "H", "H"],
  "positions_angstrom": [[-1.169, -2.242, 0.556], [1.384, 0.394, -1.471], [0.236, -0.155, 0.694], [-1.116, -0.820, 1.040], [0.277, 2.252, -0.139], [0.217, 0.763, -0.547], [-0.275, 2.808, -0.895], [-0.843, -2.893, 1.269], [0.961, -0.984, 0.673], [-0.700, 0.523, -1.066], [-0.592, -2.382, -0.217], [2.277, 0.253, -0.882], [1.298, 2.609, -0.292], [-2.131, -2.497, 0.321], [1.181, -0.514, -2.018], [-0.028, 2.410, 0.888], [-1.907, -0.238, 0.574], [0.556, 0.374, 1.591], [-1.255, -0.836, 2.104], [1.628, 1.172, -2.185]],
  "forces_ev_per_a": [[-1.6, 0.1, 1.6], [-0.2, 0.3, 0.2], [-0.2, -0.8, 0.8], [0.8, 1.2, -0.2], [0.4, -0.6, -1.2], [0.9, -0.4, 0.5], [-0.4, 0.3, 0.5], [0.0, 0.0, 0.2], [0.2, 0.2, -0.5], [-0.5, 0.3, -0.3], [1.2, -0.2, -2.0], [0.4, -0.1, 0.2], [0.1, -0.1, 0.5], [0.1, -0.2, -0.1], [0.0, -0.4, -0.2], [-0.3, 0.4, -0.1], [-0.3, -0.4, 0.0], [-0.1, 0.3, -0.1], [-0.3, -0.2, 0.4], [-0.2, 0.2, -0.2]],
  "nbo_charge": [-0.66, -0.60, -0.42, -0.23, -0.61, -0.22, 0.23, 0.44, 0.20, 0.18, 0.43, 0.21, 0.22, 0.45, 0.20, 0.21, 0.23, 0.24, 0.23, 0.23],
  "multiplicity": 1,
  "e_homo_ev": -14.964,
  "smiles": "CC(C)CC[NH3+]",
  "e_above_lowest_kcal_mol": 13.8,
  "charge": 1,
  "lumo_ev": -3.768,
  "orbital_gap_ev": 11.2
}